{
  "formula": "C7H12LuO3",
  "method": "wB97M-V/def2-TZVPD",
  "multiplicity": 1,
  "total_energy_ev": -47182.146,
  "homo_energy_ev": -18.52,
  "orbital_gap_ev": 3.8,
  "charge": 3,
  "largest_force_ev_per_a": 5.54,
  "de_lowest_kj_mol": 26.95,
  "elements": ["C", "C", "H", "H", "H", "H", "H", "O", "C", "O", "O", "C", "C", "C", "C", "Lu", "H", "H", "H", "H", "H", "H", "H"],
  "positions_angstrom": [[1.3747, -2.7948, 1.0941], [2.4827, -2.0441, 0.8618], [0.6260, -2.9436, 0.3130], [1.3061, -3.4231, 1.9844], [2.6545, -1.5955, -0.1192], [3.3293, -2.0702, 1.5514], [1.2826, -1.3397, 1.5511], [-3.0030, 1.7176, -3.5129], [-1.9149, 1.5079, -2.8976], [-0.8288, 1.4556, -3.5501], [-1.9580, 1.3244, -1.6016], [-0.7284, 1.0567, -0.9106], [-1.0508, 0.9818, 0.5713], [0.1580, 0.9033, 1.4304], [0.3514, 0.0014, 2.4292], [-2.0271, 1.9219, -5.6737], [-0.0156, 1.8644, -1.1213], [-0.3122, 0.1100, -1.2788], [-1.7496, 0.1632, 0.7901], [-1.5463, 1.9268, 0.8683], [0.9657, 1.6091, 1.2040], [1.1125, 0.2098, 3.1860], [-0.5088, -0.5429, 2.8303]]
}



{
  "formula": "C7H12N",
  "method": "wB97M-V/def2-TZVPD",
  "multiplicity": 1,
  "total_energy_ev": -8934.668,
  "smiles": "CC#CC/C(C)=[NH+]/C",
  "homo_energy_ev": -13.42,
  "orbital_gap_ev": 9.5,
  "charge": 1,
  "largest_force_ev_per_a": 4.18,
  "de_lowest_kj_mol": 225.22,
  "elements": ["C", "C", "C", "C", "C", "C", "C", "N", "H", "H", "H", "H", "H", "H", "H", "H", "H", "H", "H", "H"],
  "positions_angstrom": [[0.6670, 0.6211, -1.3089], [0.8166, -0.6817, -0.6707], [0.6251, 1.6362, -1.9289], [0.0939, -0.9987, 0.5342], [0.3648, 2.8675, -2.5941], [0.1133, -2.4411, 0.9832], [-1.3609, -0.0678, 2.3115], [-0.6137, -0.0655, 1.0571], [-0.5129, 0.8279, 0.4830], [0.5887, -1.3854, -1.5150], [1.8768, -0.9693, -0.3886], [-0.4810, 3.4602, -2.1921], [0.5321, 2.6319, -3.7117], [1.3363, 3.3833, -2.4236], [-0.7769, -3.0033, 0.6381], [0.1857, -2.4756, 2.1100], [0.9148, -3.0231, 0.4866], [-0.6170, 0.3625, 3.1869], [-1.4472, -1.1428, 2.6458], [-2.3054, 0.4638, 2.2971]]
}



{
  "formula": "C7H12N",
  "method": "wB97M-V/def2-TZVPD",
  "multiplicity": 1,
  "total_energy_ev": -8932.155,
  "homo_energy_ev": -14.03,
  "orbital_gap_ev": 8.1,
  "charge": 1,
  "largest_force_ev_per_a": 3.50,
  "de_lowest_kj_mol": 467.66,
  "elements": ["C", "C", "C", "C", "C", "C", "C", "N", "H", "H", "H", "H", "H", "H", "H", "H", "H", "H", "H", "H"],
  "positions_angstrom": [[-0.3128, 0.4176, 2.9570], [-0.0859, 0.6365, 1.7893], [-0.0997, -0.2500, -1.8471], [-0.0587, 1.2157, -1.8230], [-0.4700, 0.3512, -0.5319], [-1.9340, 0.3278, -0.1175], [0.4210, 0.5168, 0.4870], [2.2483, -1.5391, 0.5921], [-0.8822, 0.4246, 3.8644], [-0.8652, -0.7839, -2.2588], [0.8180, -0.8027, -1.6983], [0.8438, 1.8257, -1.8493], [-0.9052, 1.7232, -2.0056], [-2.2987, -0.7052, -0.0075], [-2.6706, 0.8138, -0.7214], [-2.0025, 0.8095, 0.7735], [1.5555, 0.5860, 0.3508], [1.3053, -1.8332, 0.9758], [3.0623, -1.5103, 1.2050], [2.3315, -2.2239, -0.1344]]
}



{
  "formula": "C7H12N",
  "method": "wB97M-V/def2-TZVPD",
  "multiplicity": 1,
  "total_energy_ev": -8930.988,
  "homo_energy_ev": -13.44,
  "orbital_gap_ev": 10.0,
  "charge": 1,
  "largest_force_ev_per_a": 4.66,
  "de_lowest_kj_mol": 580.30,
  "elements": ["C", "C", "C", "C", "C", "C", "C", "N", "H", "H", "H", "H", "H", "H", "H", "H", "H", "H", "H", "H"],
  "positions_angstrom": [[-2.4904, -0.0514, -0.4435], [-2.1007, 1.1266, -0.1919], [1.1521, 1.6336, 0.3062], [2.3139, 0.7281, 0.0998], [0.9003, 0.2969, -0.4759], [-0.1081, -2.0106, -0.3624], [0.3686, -0.7401, 0.2966], [-1.5985, -0.0500, 0.6369], [-3.0309, -0.8979, -0.9757], [-1.9985, 2.2424, -0.0400], [0.5755, 1.7765, 1.2168], [0.9198, 2.5387, -0.2514], [3.0714, 0.8645, -0.5304], [2.7528, 0.1060, 0.9189], [0.8774, 0.2849, -1.6167], [-0.7698, -2.4624, 0.3002], [0.9177, -2.6396, -0.4893], [-0.5222, -1.8432, -1.3636], [0.7057, -0.7296, 1.2850], [-1.9361, -0.1734, 1.6805]]
}



{
  "formula": "C7H12N",
  "method": "wB97M-V/def2-TZVPD",
  "multiplicity": 3,
  "total_energy_ev": -8930.863,
  "homo_energy_ev": [-10.81, -15.51],
  "orbital_gap_ev": [7.4, 8.3],
  "s2": 2.013,
  "charge": 1,
  "largest_force_ev_per_a": 8.13,
  "de_lowest_kj_mol": 204.52,
  "elements": ["C", "C", "C", "C", "C", "C", "C", "N", "H", "H", "H", "H", "H", "H", "H", "H", "H", "H", "H", "H"],
  "positions_angstrom": [[0.6968, -1.6607, -0.1948], [-0.5069, -0.9994, 0.0193], [2.7857, -0.2922, -0.1273], [0.0391, 0.3796, 0.1703], [-1.8931, -1.4376, -0.0171], [-0.1094, 1.2813, -1.0288], [-0.1981, 0.9983, 1.5243], [1.5559, -0.5900, -0.1765], [1.0461, -2.6709, -0.6737], [3.0625, 0.7940, -0.2047], [3.5537, -1.0762, -0.3690], [-2.3457, -1.8336, 0.9457], [-1.9255, -2.1841, -0.8392], [-2.3671, -0.5267, -0.5337], [-1.1800, 1.1448, -1.2910], [0.6049, 0.9880, -1.7461], [-0.0422, 2.2746, -0.6700], [-0.3043, 0.2089, 2.2821], [-1.2619, 1.2469, 1.3710], [0.4707, 1.7218, 1.8481]]
}



{
  "formula": "C7H12N2",
  "method": "wB97M-V/def2-TZVPD",
  "multiplicity": 1,
  "total_energy_ev": -10431.172,
  "smiles": "N[C@@H]1[C@H]2C[C@H]3[C@@H]1[C@H]3[C@H]2N",
  "homo_energy_ev": -8.74,
  "orbital_gap_ev": 9.8,
  "charge": 0,
  "largest_force_ev_per_a": 5.13,
  "de_lowest_kj_mol": 222.38,
  "elements": ["C", "C", "C", "C", "C", "C", "C", "H", "H", "H", "H", "H", "H", "H", "H", "H", "H", "H", "H", "N", "N"],
  "positions_angstrom": [[-0.2550, -1.2685, -0.3238], [-0.6315, 0.2579, -0.6482], [0.3177, 0.6218, -1.6755], [1.5889, 0.2084, -0.8443], [1.1148, -0.9125, 0.0370], [1.1779, 0.3394, 0.7073], [-0.1565, 1.0950, 0.5261], [-0.8156, -2.5951, 0.9236], [-2.0437, -1.9071, 0.4212], [-0.5123, -1.8693, -1.2451], [-1.7656, 0.4826, -0.7788], [0.4309, 1.7606, -1.7388], [0.2981, 0.1726, -2.6015], [2.5796, 0.2075, -1.2561], [1.8686, -1.6713, 0.2888], [1.8283, 0.6662, 1.5937], [-0.0989, 2.1816, 0.1084], [-0.8261, 1.8393, 2.3454], [-2.0218, 1.0790, 1.5314], [-1.1173, -1.6715, 0.8345], [-0.9605, 0.9835, 1.7946]]
}



{
  "formula": "C7H12N2",
  "method": "wB97M-V/def2-TZVPD",
  "multiplicity": 1,
  "total_energy_ev": -10428.435,
  "homo_energy_ev": -8.35,
  "orbital_gap_ev": 9.3,
  "charge": 0,
  "largest_force_ev_per_a": 3.58,
  "de_lowest_kj_mol": 486.45,
  "elements": ["C", "C", "C", "C", "C", "C", "C", "H", "H", "H", "H", "H", "H", "H", "H", "H", "H", "H", "H", "N", "N"],
  "positions_angstrom": [[-1.3572, 1.4394, 0.6002], [-0.9465, -1.0387, 0.1499], [-0.4615, -0.6256, 1.5853], [0.0199, 0.8164, 1.1523], [0.8649, 0.5436, -0.1436], [1.4012, -0.6226, -1.7359], [0.4328, -0.7951, -0.5700], [-2.1966, 1.8526, 1.1916], [-1.1957, 2.2320, -0.1331], [-2.1156, 0.1545, -0.9897], [-1.6291, -1.9785, 0.0075], [-1.2337, -0.4939, 2.3719], [0.3160, -1.2659, 1.8527], [0.4448, 1.7326, 1.7805], [0.2855, 1.2050, -0.8602], [2.9429, -0.2910, -0.5827], [1.0217, -0.2977, -2.6932], [1.9725, -1.5501, -1.8043], [1.0879, -1.6003, -0.2063], [-1.8631, 0.1817, -0.0573], [2.2087, 0.4014, -0.9155]]
}



{
  "formula": "C7H12N2",
  "method": "wB97M-V/def2-TZVPD",
  "multiplicity": 1,
  "total_energy_ev": -10422.116,
  "homo_energy_ev": -8.17,
  "orbital_gap_ev": 8.8,
  "charge": 0,
  "largest_force_ev_per_a": 5.20,
  "de_lowest_kj_mol": 1096.18,
  "elements": ["C", "C", "C", "C", "C", "C", "C", "H", "H", "H", "H", "H", "H", "H", "H", "H", "H", "H", "H", "N", "N"],
  "positions_angstrom": [[-1.8791, 1.0523, -0.4766], [-1.0876, -0.0952, -0.9901], [0.5504, -0.0457, -0.4953], [1.1520, -1.3413, -0.7768], [1.0210, -1.9299, 0.7616], [0.6326, 0.1619, 0.9215], [0.3866, 1.4260, 0.0246], [-2.1041, 1.0130, 0.7264], [-2.8344, 1.4424, -0.9676], [-0.9975, -0.0447, -2.0481], [-1.2641, -1.1310, -0.5103], [2.2566, -1.2187, -1.1197], [0.4416, -1.8108, -1.7069], [0.9743, -3.5101, 1.2361], [2.6333, -1.5538, 1.0806], [-0.0333, -1.0882, 2.5750], [1.6027, 0.0354, 1.1716], [1.0406, 2.2843, 0.1627], [-0.7634, 3.0023, -1.1118], [-0.0573, -1.0789, 1.4282], [-0.7438, 2.1092, -0.4713]]
}



{
  "formula": "C7H12N2O",
  "method": "wB97M-V/def2-TZVPD",
  "multiplicity": 1,
  "total_energy_ev": -12480.106,
  "smiles": "CC[C@]1(C(N)=O)C=CCN1",
  "homo_energy_ev": -8.77,
  "orbital_gap_ev": 9.6,
  "charge": 0,
  "largest_force_ev_per_a": 3.99,
  "de_lowest_kj_mol": 140.22,
  "elements": ["C", "C", "C", "N", "C", "C", "C", "C", "N", "H", "H", "H", "H", "H", "H", "H", "H", "H", "H", "O", "H", "H"],
  "positions_angstrom": [[1.9584, -1.8468, 0.1275], [0.7780, -1.4174, -0.7359], [-0.1262, -0.3371, -0.1124], [-1.1331, 0.1286, -1.0809], [-2.4270, 0.2954, -0.4166], [-2.2595, -0.4957, 0.8479], [-0.9854, -0.8407, 1.0270], [0.7157, 0.8454, 0.3917], [1.5658, 1.4933, -0.4143], [2.3839, -2.7859, -0.2502], [2.7607, -1.0946, 0.1235], [1.6580, -2.0125, 1.1718], [1.1412, -1.0491, -1.7083], [0.1279, -2.2791, -0.9463], [-0.8419, 0.9441, -1.6072], [-2.6637, 1.3509, -0.1828], [-3.2495, -0.0850, -1.0433], [-3.0878, -0.7449, 1.5110], [-0.5784, -1.3911, 1.8737], [0.9491, 1.1219, 1.5905], [1.2861, 1.5529, -1.3855], [2.1347, 2.0365, 0.4288]]
}



{
  "formula": "C7H12N2O",
  "method": "wB97M-V/def2-TZVPD",
  "multiplicity": 1,
  "total_energy_ev": -12476.520,
  "homo_energy_ev": [-7.01, -7.01],
  "orbital_gap_ev": [7.9, 7.9],
  "charge": 0,
  "largest_force_ev_per_a": 4.66,
  "de_lowest_kj_mol": 486.22,
  "elements": ["C", "C", "C", "C", "C", "C", "C", "N", "N", "O", "H", "H", "H", "H", "H", "H", "H", "H", "H", "H", "H", "H"],
  "positions_angstrom": [[-1.9211, 0.7603, 0.4535], [-2.8287, -0.0862, -0.1176], [0.4273, 0.8421, 0.7697], [-4.2878, -0.0251, -0.3173], [3.5282, -0.9584, -0.5536], [1.7061, 0.1774, 0.7814], [2.5108, 0.1914, -0.5275], [-0.8324, -1.0635, -0.1800], [-0.6604, 0.2460, 0.3803], [-2.1987, -1.2156, -0.5307], [-1.9387, 1.6481, 0.9906], [0.3226, 1.8618, 0.8060], [-4.5333, 0.9839, -0.6226], [-4.9017, -0.2229, 0.6050], [-4.5493, -0.7227, -1.0836], [4.2740, -0.7596, -1.2602], [4.0019, -1.0143, 0.3874], [2.9682, -1.8610, -0.8174], [2.2589, 0.7624, 1.5312], [1.5023, -0.8002, 1.3376], [3.2120, 1.0740, -0.5314], [1.9398, 0.1816, -1.5007]]
}



{
  "formula": "C7H12N2O2",
  "method": "wB97M-V/def2-TZVPD",
  "multiplicity": 1,
  "total_energy_ev": -14527.296,
  "smiles": "CC[C@@H](C)c1c(N)o[nH]c1=O",
  "homo_energy_ev": -8.49,
  "orbital_gap_ev": 9.2,
  "charge": 0,
  "largest_force_ev_per_a": 2.65,
  "de_lowest_kj_mol": 240.64,
  "elements": ["O", "O", "C", "C", "C", "N", "N", "C", "C", "C", "C", "H", "H", "H", "H", "H", "H", "H", "H", "H", "H", "H", "H"],
  "positions_angstrom": [[2.0526, 0.3278, -2.1694], [2.1568, 1.7236, 1.0012], [1.8533, 0.7206, -1.0176], [0.8637, 1.2731, 0.9145], [0.6114, 0.6589, -0.2830], [-0.0296, 1.3666, 1.9500], [2.7745, 1.3273, -0.2162], [-0.2981, -2.1308, 0.3853], [-2.0084, 0.4857, -0.1262], [-0.5704, -1.4761, -0.9646], [-0.6779, 0.0381, -0.8303], [-0.7779, 0.7015, 1.8426], [0.3797, 1.5230, 2.8913], [3.3986, 1.9275, -0.7414], [-0.0932, -3.2029, 0.1936], [0.5427, -1.6548, 0.9376], [-1.1479, -2.1112, 1.0695], [-2.0277, 1.5947, 0.0576], [-2.1122, -0.1156, 0.8142], [-2.8506, 0.2373, -0.7554], [-1.4986, -1.9004, -1.3880], [0.2213, -1.7534, -1.7006], [-0.7622, 0.4396, -1.8647]]
}



{
  "formula": "C7H12N2O2",
  "method": "wB97M-V/def2-TZVPD",
  "multiplicity": 1,
  "total_energy_ev": -14527.286,
  "smiles": "CC(C)(C)N=C=O.CN=C=O",
  "homo_energy_ev": -10.05,
  "orbital_gap_ev": 10.6,
  "charge": 0,
  "largest_force_ev_per_a": 4.01,
  "de_lowest_kj_mol": 241.65,
  "elements": ["C", "C", "C", "C", "C", "C", "C", "N", "N", "O", "O", "H", "H", "H", "H", "H", "H", "H", "H", "H", "H", "H", "H"],
  "positions_angstrom": [[-1.9320, -2.3083, 0.2581], [0.4314, -1.9207, -1.4239], [1.3968, 0.6537, 0.0112], [0.0757, 1.1601, -2.0027], [-1.2366, 0.9284, 0.0816], [-0.2508, -2.5202, 2.0478], [0.0466, 0.4574, -0.6947], [-1.4822, -2.6664, 1.3223], [-0.0727, -0.9865, -0.9057], [-2.6913, -2.1909, -0.6291], [0.7473, -2.9696, -1.7701], [2.2286, 0.1037, -0.5451], [1.6338, 1.8367, 0.1660], [1.4455, 0.1663, 0.8989], [1.1515, 1.4645, -2.3665], [-0.4164, 2.1092, -1.9953], [-0.3209, 0.6154, -2.8413], [-1.2227, 0.3844, 1.0653], [-1.1540, 2.0229, 0.3158], [-1.9653, 0.5170, -0.6640], [0.7445, -2.7794, 1.5486], [-0.2253, -1.5139, 2.2596], [-0.3701, -3.1962, 2.9504]]
}